54
Properties=species:S:1:pos:R:3 method="wB97M-V/def2-TZVPD" energy_ev=-140870.302 total_charge=+1
Ga 0.243 -0.508 2.026
O 2.464 -0.620 2.244
S 2.497 -1.196 0.850
N 1.116 -1.270 0.334
I -0.994 0.574 7.952
C 0.007 0.323 6.179
C 1.367 0.155 5.997
N 1.583 0.028 4.686
N 0.436 0.112 3.989
C -0.532 0.279 4.896
H 2.175 0.119 6.709
H 2.449 -0.120 4.185
H -1.564 0.358 4.592
S -2.483 -3.029 -3.084
C -2.063 -3.017 -1.502
S -2.672 -1.837 -0.363
C -1.654 -2.499 0.868
N -0.962 -3.512 0.505
N -1.208 -3.824 -0.804
C -0.483 -4.940 -1.336
C -1.104 -5.840 -2.185
C -0.376 -6.916 -2.673
C 0.950 -7.093 -2.312
C 1.556 -6.189 -1.448
C 0.842 -5.109 -0.959
S -1.522 -1.777 2.473
H -2.140 -5.710 -2.459
H -0.859 -7.621 -3.335
H 1.511 -7.933 -2.699
H 2.588 -6.326 -1.154
H 1.297 -4.402 -0.281
C -0.920 3.529 1.370
C -0.453 2.372 1.956
N -0.170 1.281 1.228
C -0.337 1.327 -0.108
C -0.770 2.459 -0.774
C -1.087 3.573 -0.002
C -0.936 2.397 -2.239
C -0.582 3.303 -3.147
C 0.159 4.564 -2.966
C 0.289 5.440 -4.034
C 1.016 6.599 -3.814
N 1.586 6.868 -2.644
C 1.413 5.956 -1.693
N 0.729 4.823 -1.783
H -1.151 4.383 1.989
H -0.296 2.302 3.022
H -0.125 0.416 -0.652
H -1.483 4.459 -0.477
H -1.399 1.488 -2.607
H -0.827 3.075 -4.179
H -0.154 5.228 -4.996
H 1.145 7.334 -4.600
H 1.886 6.161 -0.739

---

54
Properties=species:S:1:pos:R:3 method="wB97M-V/def2-TZVPD" multiplicity=6 e_above_lowest_ev=1.176
Ru 0.686 0.294 0.449
O -0.055 2.024 -0.678
N 0.718 3.008 -1.033
C 0.120 4.179 -1.329
C 0.827 5.263 -1.772
C 2.211 5.151 -1.908
C 2.821 3.970 -1.563
C 2.078 2.884 -1.082
S 2.842 1.448 -0.541
H -0.953 4.175 -1.204
H 0.311 6.178 -2.011
H 2.793 5.979 -2.275
H 3.889 3.851 -1.629
O 0.726 -1.003 -1.459
C 1.831 -1.450 -1.787
C 2.868 -1.950 -0.921
C 4.074 -2.403 -1.457
C 5.093 -2.853 -0.639
C 4.936 -2.877 0.758
C 3.785 -2.407 1.318
C 2.707 -1.933 0.519
O 1.649 -1.509 1.086
N 6.331 -3.282 -1.206
O 7.223 -3.597 -0.440
O 6.429 -3.300 -2.419
H 2.092 -1.444 -2.862
H 4.226 -2.401 -2.527
H 5.745 -3.259 1.361
H 3.639 -2.391 2.388
O -1.510 -2.921 2.726
C -0.795 -2.746 3.833
C -0.704 -3.801 4.747
C 0.001 -3.646 5.917
C 0.635 -2.442 6.219
C 0.579 -1.404 5.319
C -0.120 -1.541 4.119
C -0.092 -0.479 3.119
O -0.786 -0.526 2.064
N 0.713 0.543 3.417
N 0.863 1.473 2.473
C 1.565 2.482 2.873
S 1.839 3.925 1.952
C 2.402 4.883 3.412
C 3.216 3.962 4.286
S 2.279 2.398 4.480
H -1.449 -2.103 2.176
H -1.208 -4.724 4.506
H 0.060 -4.467 6.615
H 1.168 -2.326 7.150
H 1.072 -0.467 5.518
H 1.516 5.247 3.932
H 2.979 5.726 3.040
H 3.367 4.374 5.282
H 4.178 3.721 3.832

---

44
Properties=species:S:1:pos:R:3 method="wB97M-V/def2-TZVPD" smiles="O=C(OCc1ccccn1)c1ccc(COc2ccc3ccccc3c2)o1" e_above_lowest_ev=0.858
O 1.075 3.318 1.107
C 1.106 2.129 0.887
O 0.761 1.181 1.761
C 0.306 1.602 3.045
C 1.426 1.626 4.055
N 1.306 0.793 5.078
C 2.259 0.772 5.992
C 3.389 1.572 5.933
C 3.515 2.446 4.864
C 2.515 2.480 3.907
H 2.567 3.157 3.068
H 4.375 3.095 4.780
H 4.145 1.517 6.701
H 2.106 0.076 6.807
H -0.443 0.872 3.358
H -0.138 2.601 2.955
C 1.529 1.560 -0.394
C 1.971 2.202 -1.527
C 2.230 1.191 -2.470
C 1.932 0.005 -1.847
O 1.514 0.225 -0.596
C 2.008 -1.410 -2.338
O 0.938 -2.210 -1.904
C -0.339 -1.888 -2.277
C -1.342 -2.638 -1.706
C -2.691 -2.410 -2.024
C -3.736 -3.167 -1.450
C -5.038 -2.920 -1.779
C -5.362 -1.906 -2.695
C -4.375 -1.155 -3.268
C -3.020 -1.385 -2.951
C -1.973 -0.635 -3.519
C -0.666 -0.874 -3.198
H 0.109 -0.278 -3.656
H -2.217 0.146 -4.226
H -4.616 -0.373 -3.974
H -6.398 -1.726 -2.942
H -5.832 -3.503 -1.335
H -3.483 -3.946 -0.745
H -1.077 -3.412 -1.003
H 2.097 -1.408 -3.434
H 2.895 -1.900 -1.919
H 2.587 1.318 -3.471
H 2.082 3.259 -1.648